1.
Computed, not measured: C11H16NOP in the gas phase, with wB97M-V/def2-TZVPD.

ΔE to the lowest compared entry with this formula, charge and spin = 104.6 kcal/mol
Structure (SMILES) = C=N[C@@H](C)[P@](=C)(OC)c1ccccc1

Last column: natural (NBO) charge in e.
Cartesian coordinates (Å):
C -2.43 0.05 2.00  -0.01
N -1.99 -0.46 0.97  -0.43
C -1.51 -1.60 0.47  -0.41
C -2.15 -1.65 -0.97  -0.62
P 0.19 -1.28 -0.06  1.89
C 1.21 -2.17 -0.99  -1.22
O 0.75 -1.15 1.43  -0.84
C 2.11 -0.78 1.62  -0.28
C 0.49 0.47 -0.47  -0.40
C 0.69 0.92 -1.73  -0.17
C 0.95 2.29 -2.02  -0.21
C 0.89 3.19 -0.99  -0.20
C 0.53 2.81 0.28  -0.22
C 0.43 1.47 0.51  -0.18
H -2.68 -0.40 2.98  0.15
H -2.58 1.17 1.91  0.16
H -1.25 -2.57 0.90  0.21
H -3.23 -1.71 -0.76  0.22
H -1.78 -2.40 -1.71  0.23
H -1.97 -0.67 -1.44  0.22
H 1.30 -3.19 -0.76  0.23
H 0.94 -1.89 -2.02  0.22
H 2.30 0.11 0.97  0.19
H 2.89 -1.54 1.13  0.21
H 2.34 -0.55 2.68  0.20
H 0.72 0.19 -2.49  0.21
H 1.08 2.55 -3.02  0.21
H 1.08 4.21 -0.93  0.21
H 0.38 3.60 1.00  0.21
H 0.28 0.98 1.49  0.22


2.
Computed, not measured: C4H6O2 in the gas phase, with wB97M-V/def2-TZVPD.

ΔE to the lowest compared entry with this formula, charge and spin = 22.4 kcal/mol
Structure (SMILES) = O=C1CCOC1

Last column: natural (NBO) charge in e.
Cartesian coordinates (Å):
O -2.24 0.04 -0.56  -0.52
C -1.07 -0.13 -0.33  0.58
C -0.40 -0.37 1.01  -0.55
C 0.95 0.33 0.71  -0.07
O 1.25 -0.16 -0.59  -0.52
C 0.07 0.01 -1.34  -0.19
H -0.18 -1.44 1.14  0.24
H -1.05 -0.06 1.83  0.24
H 0.85 1.42 0.68  0.17
H 1.79 0.08 1.36  0.20
H 0.00 -0.74 -2.13  0.22
H 0.02 1.02 -1.77  0.20


Number 1: calculated total energy -24488.472 eV, LUMO energy 0.835 eV, frontier orbital gap 8.463 eV. Number 2: calculated total energy -8339.488 eV, LUMO energy 0.908 eV, frontier orbital gap 10.540 eV.